{
  "formula": "C9H10Cl3NO2Sr",
  "method": "wB97M-V/def2-TZVPD",
  "elements": ["C", "C", "C", "C", "C", "Sr", "N", "C", "C", "H", "H", "H", "H", "H", "H", "H", "H", "H", "H", "Cl", "C", "Cl", "Cl", "C", "O", "O"],
  "coordinates": [[-0.410, 1.118, -2.055], [0.993, 1.266, -1.870], [1.200, 2.292, -0.915], [-0.079, 2.766, -0.496], [-1.052, 2.060, -1.159], [-0.304, -0.700, 0.263], [-3.479, -0.198, -0.393], [0.752, -2.847, -0.089], [1.578, -2.170, -0.914], [2.186, 2.659, -0.579], [1.769, 0.714, -2.420], [-0.228, 3.561, 0.220], [-2.148, 2.160, -1.084], [-0.926, 0.385, -2.732], [1.313, -1.870, -1.918], [0.978, -2.987, 1.088], [-3.924, -1.221, -0.653], [2.659, -2.100, -0.909], [-0.380, -2.815, -0.142], [-0.985, 1.148, 5.656], [-0.321, -0.385, 5.061], [1.347, -0.586, 5.673], [-1.322, -1.735, 5.672], [-0.326, -0.372, 3.415], [-0.975, 0.552, 2.845], [0.310, -1.278, 2.778]],
  "forces_ev_per_angstrom": [[-0.376, -0.065, 0.271], [-0.129, -0.001, -0.238], [0.378, -0.149, 0.036], [1.282, 0.287, 0.360], [-1.216, -1.274, -1.509], [-1.405, 3.754, 0.455], [-0.347, -2.936, -0.479], [-1.988, -3.403, 4.880], [1.955, 1.767, -2.507], [-0.675, -0.225, -0.145], [-0.351, 0.273, 0.387], [-0.107, -0.008, 0.118], [0.756, -0.101, 0.152], [0.530, 0.883, 0.745], [-0.708, -0.107, -0.293], [-0.170, 0.203, -2.868], [1.023, 2.486, 0.617], [0.101, -0.309, 0.913], [1.366, -1.034, -0.735], [0.103, -0.218, 0.090], [0.084, 0.070, -1.164], [-0.252, 0.017, -0.142], [0.150, 0.168, -0.198], [-0.394, 0.557, -2.580], [1.057, -1.508, 1.787], [-0.667, 0.874, 2.048]],
  "mulliken_charge": [-1.10, -0.23, -0.50, -0.37, -0.35, 1.05, -0.56, -1.00, -0.79, 0.34, 0.34, 0.39, 0.29, 0.36, 0.25, 0.32, -0.08, 0.13, 0.47, -0.14, 0.47, -0.17, -0.17, 0.46, -0.67, -0.73],
  "gap_ev": [3.11, 5.03],
  "e_homo_ev": [1.3, -0.6],
  "total_charge": -2
}

=====

{
  "formula": "C9H10Cl3NO2Tc",
  "method": "wB97M-V/def2-TZVPD",
  "elements": ["C", "C", "C", "C", "C", "Tc", "N", "C", "C", "H", "H", "H", "H", "H", "H", "H", "H", "H", "H", "Cl", "C", "Cl", "Cl", "C", "O", "O"],
  "coordinates": [[0.489, -1.709, -1.676], [-0.901, -1.400, -1.865], [-1.610, -1.794, -0.694], [-0.682, -2.349, 0.222], [0.611, -2.293, -0.374], [0.114, -0.056, -0.434], [1.811, 0.126, 0.288], [1.128, 1.036, -1.659], [-0.321, 1.255, -1.813], [-2.698, -1.687, -0.536], [-1.343, -1.014, -2.792], [-0.897, -2.769, 1.212], [1.530, -2.728, 0.036], [1.301, -1.604, -2.401], [-0.581, 0.851, -2.799], [1.661, 1.990, -1.379], [2.492, 0.877, 0.661], [-0.632, 2.245, -1.425], [1.825, 0.458, -2.340], [-0.416, 0.973, 4.848], [-0.530, 1.874, 3.310], [-2.091, 2.712, 3.241], [0.846, 3.014, 3.158], [-0.419, 0.901, 2.071], [0.181, -0.191, 2.222], [-0.867, 1.284, 0.916]],
  "forces_ev_per_angstrom": [[0.252, -1.241, -0.707], [-0.731, -1.069, -0.993], [-0.427, 0.591, -0.419], [0.950, -0.250, -0.050], [-0.596, -1.186, -0.113], [-2.718, -2.484, 5.915], [3.420, 2.078, 1.064], [2.745, 3.618, -2.570], [1.558, 1.300, -2.934], [0.909, 0.038, -0.099], [0.222, -0.301, 0.717], [0.102, 0.490, -0.507], [-0.473, 0.645, -0.048], [-0.516, -0.204, 0.289], [-1.007, 0.795, 0.538], [-0.366, -1.270, 0.290], [-1.673, -1.516, -0.573], [-0.251, -0.826, -0.563], [-1.361, 0.768, 0.455], [0.044, 0.347, -0.588], [-0.181, -0.494, -0.528], [0.304, 0.084, 0.064], [-0.447, -0.235, 0.081], [0.863, -1.669, -0.524], [-1.280, 1.804, 0.242], [0.659, 0.187, 1.560]],
  "mulliken_charge": [-0.74, -0.60, -0.28, -0.47, -0.23, 0.22, -0.40, -0.40, -0.61, 0.40, 0.65, 0.38, 0.45, 0.58, 0.24, 0.35, 0.18, 0.40, 0.19, -0.12, 0.61, -0.12, -0.14, 0.59, -0.52, -0.60],
  "gap_ev": [8.38, 7.63],
  "e_homo_ev": [-8.0, -8.6],
  "s_squared": 3.772,
  "multiplicity": 4,
  "total_charge": 0
}

=====

{
  "formula": "C9H10F3NO2Tc",
  "method": "wB97M-V/def2-TZVPD",
  "elements": ["C", "C", "C", "C", "C", "Tc", "N", "C", "C", "H", "H", "H", "H", "H", "H", "H", "H", "H", "H", "F", "C", "F", "F", "C", "O", "O"],
  "coordinates": [[-1.151, -1.425, -1.091], [-1.829, -0.140, -1.170], [-2.269, 0.226, 0.158], [-1.888, -0.825, 1.063], [-1.183, -1.836, 0.308], [0.106, -0.020, -0.097], [1.389, -1.306, 0.327], [1.281, -0.106, -1.552], [0.458, 1.125, -1.736], [-2.801, 1.124, 0.410], [-2.026, 0.417, -2.056], [-2.083, -0.853, 2.117], [-0.802, -2.757, 0.694], [-0.787, -2.004, -1.907], [-0.143, 0.983, -2.608], [2.362, 0.141, -1.441], [2.469, -1.345, 0.411], [1.094, 2.018, -1.586], [1.154, -0.959, -2.192], [1.699, 1.235, 4.601], [1.931, 1.730, 3.364], [1.682, 3.061, 3.378], [3.248, 1.546, 3.066], [1.060, 0.965, 2.277], [0.687, -0.162, 2.526], [0.885, 1.589, 1.155]],
  "forces_ev_per_angstrom": [[-1.556, 0.306, 1.311], [-0.988, -1.053, 1.273], [0.847, -1.088, -0.807], [0.453, -0.682, -1.809], [-2.101, 1.421, -0.521], [-3.279, 1.702, 6.000], [4.247, -1.252, 0.011], [4.129, 1.670, -4.291], [2.343, -1.152, -0.826], [0.037, 0.172, 0.056], [-0.118, 0.140, -0.265], [0.179, 0.074, 0.220], [0.367, -0.071, 0.130], [0.176, -0.226, -0.317], [-0.545, 0.898, -0.199], [-0.728, -0.505, 0.267], [-2.362, 0.304, 0.182], [-0.992, -0.270, -0.082], [-0.010, -0.107, -0.413], [0.279, 0.480, -0.887], [-0.278, -0.128, -0.336], [0.236, -0.926, 0.077], [-0.840, 0.195, 0.333], [0.639, 1.323, -0.271], [-0.337, -0.262, 0.506], [0.202, -0.963, 0.659]],
  "mulliken_charge": [-0.60, -0.62, -0.27, -0.52, -0.30, 0.12, -0.44, -0.47, -0.74, 0.43, 0.68, 0.41, 0.46, 0.58, 0.33, 0.38, 0.19, 0.40, 0.26, -0.24, 0.74, -0.25, -0.26, 0.92, -0.51, -0.68],
  "gap_ev": [8.62, 7.58],
  "e_homo_ev": [-8.2, -8.6],
  "s_squared": 3.771,
  "multiplicity": 4,
  "total_charge": 0
}